Record 1
{"formula": "C10H10FNO", "method": "ωB97M-V/def2-TZVPD", "symbols": ["C", "C", "C", "C", "C", "C", "C", "C", "C", "C", "N", "O", "F", "H", "H", "H", "H", "H", "H", "H", "H", "H", "H"], "positions_angstrom": [[2.474186, -2.112342, -1.319768], [2.525950, -1.105028, -0.347939], [1.267324, -2.535485, -1.761199], [1.308916, -0.601315, 0.120915], [0.118926, -1.044981, -0.457645], [-1.892584, 0.533883, 2.222318], [-0.851623, 1.335423, 1.539938], [-2.290627, 1.332575, 0.993708], [-1.180435, 0.875023, 0.125597], [-0.630155, 1.796128, -0.994554], [0.124876, -1.967366, -1.410379], [-1.099377, -0.481967, -0.271540], [1.310926, 0.308551, 1.099764], [3.465159, -2.465020, -1.732349], [3.370760, -0.689599, 0.120317], [1.155767, -3.381037, -2.593229], [-1.938307, -0.488271, 2.201884], [-2.156878, 0.826063, 3.278156], [-0.338439, 2.151599, 1.956308], [-3.169953, 2.022846, 0.798278], [-0.943946, 2.694605, -0.727359], [-1.024117, 1.416262, -1.931679], [0.393654, 1.579453, -0.909544]], "atomic_forces_ev_per_a": [[3.3, 0.6, 0.4], [-2.6, -0.3, 0.0], [-1.3, -2.1, -2.7], [0.8, -0.9, -0.6], [-0.4, 0.5, -1.1], [-0.7, 2.3, 1.6], [-2.5, -0.9, -1.4], [-0.7, -0.1, 0.3], [0.6, 1.7, 0.3], [-0.9, -5.4, 0.4], [-0.2, -0.1, 0.8], [-0.1, -0.5, 0.8], [0.6, 0.0, 0.2], [-1.5, 0.1, 0.5], [1.3, 0.2, 0.2], [0.4, 1.9, 1.9], [0.3, -2.6, -0.6], [-0.1, 0.4, -1.3], [0.9, 0.7, 0.1], [1.6, -0.7, 0.4], [-0.8, 4.4, 0.6], [0.0, 0.4, -0.2], [1.6, 0.6, -0.5]], "mulliken_charge": [-0.3407, -0.6412, -0.2405, 0.5727, 0.5843, -0.5867, -0.4776, -0.5800, 1.1855, -1.6333, -0.4959, -0.4875, -0.2627, 0.2894, 0.4908, 0.2705, 0.2059, 0.2447, 0.3628, 0.3048, 0.5465, 0.3413, 0.3471], "e_tot_ha": -616.78035, "smiles": "C[C@@]1(Oc2ncccc2F)[C@@H]2C[C@@H]21", "homo_ev": -9.05, "lumo_energy_ev": 0.89, "max_force_ev_per_a": 5.46}

***

Record 2
{"formula": "C10H10HgN2O4S", "method": "ωB97M-V/def2-TZVPD", "symbols": ["Hg", "O", "C", "C", "O", "C", "O", "C", "O", "C", "H", "H", "C", "H", "H", "C", "N", "C", "C", "N", "C", "S", "H", "H", "H", "H", "H", "H"], "positions_angstrom": [[-0.027596, -0.074746, -1.069686], [0.114404, 2.958654, -0.735886], [0.061204, 1.816454, -0.882886], [-0.118996, -1.974846, -1.043586], [-0.174696, -3.125246, -0.993686], [1.875204, -0.164946, -1.070986], [3.026704, -0.220346, -1.048786], [-1.929696, 0.017654, -1.113386], [-3.081396, 0.072854, -1.116686], [0.005004, 0.614054, -6.160586], [-0.885796, 1.215154, -6.306686], [0.952204, 1.126754, -6.286686], [-0.060796, -0.765246, -6.218986], [0.834104, -1.352946, -6.391486], [-1.003896, -1.264646, -6.411586], [0.051404, -1.678946, 4.272414], [0.046704, -0.301246, 3.783914], [0.109704, 0.810354, 4.538714], [0.065504, 1.901854, 3.696914], [-0.026696, 1.463954, 2.425914], [-0.030896, 0.119754, 2.501314], [-0.141396, -0.917546, 1.240614], [-0.885196, -2.189046, 3.962214], [0.921704, -2.224846, 3.850314], [0.117404, -1.702546, 5.381014], [0.178604, 0.828654, 5.619114], [0.092704, 2.942554, 3.991014], [-0.085496, 2.068454, 1.588114]], "atomic_forces_ev_per_a": [[0.1, 0.9, -0.7], [-0.2, -3.9, -0.5], [0.7, 13.7, 1.2], [-0.7, -14.8, -0.8], [0.2, 4.2, -0.1], [13.7, -0.6, -1.1], [-4.4, 0.2, 0.2], [-13.7, 0.8, -1.5], [4.4, -0.3, 0.4], [-0.1, -2.8, -0.8], [0.0, -0.1, 0.4], [0.0, -0.1, 0.4], [0.1, 2.8, -0.6], [0.0, 0.0, 0.4], [0.0, 0.0, 0.4], [0.0, -1.1, 0.0], [0.0, 0.5, -1.2], [0.0, 2.5, 0.4], [0.2, 0.6, 2.7], [0.0, -0.4, 0.0], [0.0, 0.6, 0.7], [-0.3, -2.8, 0.1], [0.6, 0.4, 0.2], [-0.6, 0.4, 0.3], [0.0, 0.3, -0.8], [0.0, -0.2, -0.2], [0.0, -0.1, -0.2], [0.0, -0.9, 1.1]], "mulliken_charge": [1.7977, -0.1767, -0.0060, 0.1651, -0.1682, 0.0224, -0.1579, 0.0311, -0.1519, -0.5523, 0.2773, 0.2782, -0.5319, 0.2753, 0.2749, -0.7783, 0.2095, -0.0985, -0.5006, 0.2399, 0.1272, -0.4537, 0.3430, 0.3336, 0.3136, 0.4249, 0.4353, 0.0269], "e_tot_ha": -1348.13252, "homo_ev": -14.53, "lumo_energy_ev": -9.05, "charge": 2, "max_force_ev_per_a": 14.81}

***

Record 3
{"formula": "C10H10INO", "method": "ωB97M-V/def2-TZVPD", "symbols": ["C", "C", "C", "C", "C", "C", "C", "C", "C", "C", "N", "O", "I", "H", "H", "H", "H", "H", "H", "H", "H", "H", "H"], "positions_angstrom": [[0.738443, -2.683371, -0.168681], [1.470574, 0.265847, 1.090326], [2.735861, -0.059566, 0.394430], [0.066094, -0.425582, -0.815558], [0.270169, 0.234330, 0.485224], [-3.103167, 1.600448, 0.835280], [-2.485671, 1.883347, -0.490376], [0.677881, -1.615289, -1.091588], [2.937296, -1.225400, -0.245460], [-1.984951, 0.751748, 0.357835], [0.564885, -3.448705, 0.652748], [-0.761600, 0.865649, 1.094803], [4.649270, -1.202657, -1.611542], [1.766794, 0.848182, 1.994119], [3.274137, 0.797671, 0.333858], [-0.408980, 0.321322, -1.416698], [-3.094256, 2.366513, 1.671597], [-4.123800, 1.238999, 0.876958], [-2.909529, 1.494197, -1.344772], [-1.763823, 2.657643, -0.492315], [0.678112, -2.149230, -2.140531], [2.832858, -2.305227, -0.054469], [-2.026597, -0.210868, 0.084810]], "atomic_forces_ev_per_a": [[-0.5, 1.6, 0.3], [2.4, 0.2, 0.4], [-3.7, -3.3, 0.6], [1.2, 0.2, 1.6], [-0.2, -1.2, 0.6], [-1.5, 0.9, 1.4], [1.4, -0.6, 1.7], [-1.6, -0.7, -3.4], [3.1, 0.2, -0.6], [0.7, 3.3, 2.7], [0.1, -1.7, 1.2], [-0.4, 0.6, -0.6], [-0.4, 0.0, 0.3], [-1.3, -0.1, -0.7], [2.3, 2.0, -0.6], [-0.1, -0.5, -1.5], [1.1, -1.0, -1.1], [0.1, -0.6, -0.4], [-1.1, 0.0, -2.0], [0.2, 1.0, -0.5], [0.0, 1.9, 1.6], [-0.6, 1.3, 0.3], [-1.3, -3.3, -1.1]], "mulliken_charge": [0.3942, -0.4826, -0.5158, -0.3590, 0.6928, -0.7957, -0.5099, -0.8499, -0.4730, -0.2328, -0.4581, -0.4539, -0.0400, 0.3684, 0.4626, 0.6528, 0.2208, 0.2452, 0.2938, 0.2822, 0.2938, 0.5234, 0.7409], "e_tot_ha": -814.52491, "smiles": "N#C\\C=C/C(=C\\C=C\\I)OC1CC1", "homo_ev": -8.64, "lumo_energy_ev": -0.32, "max_force_ev_per_a": 4.97}

***

Record 4
{"formula": "C10H10INO", "method": "ωB97M-V/def2-TZVPD", "symbols": ["C", "C", "C", "C", "C", "C", "C", "C", "C", "C", "N", "O", "I", "H", "H", "H", "H", "H", "H", "H", "H", "H", "H"], "positions_angstrom": [[-2.075646, 1.058247, -0.233145], [-2.415416, -0.368961, -0.173146], [-0.789655, 1.564106, -0.050807], [-1.410984, -1.229948, -0.010519], [0.372253, 0.623888, -0.014146], [0.000163, -0.827251, 0.022034], [0.930582, -1.763968, -0.551517], [1.618649, 1.184777, 0.113547], [1.689506, 2.620788, -0.172637], [0.982099, -2.227912, 2.126943], [0.799836, -1.749580, 0.766315], [1.546246, -1.938513, -1.570411], [3.489649, 0.163115, 0.069801], [-2.864143, 1.710628, -0.067964], [-3.419062, -0.663340, -0.366103], [-0.643085, 2.603831, 0.121153], [-1.702640, -2.316459, 0.233177], [1.060719, 2.956956, -1.053309], [2.733841, 2.804561, -0.502298], [1.418258, 3.175042, 0.853417], [0.454355, -1.339073, 2.693208], [0.361964, -3.059280, 2.249654], [2.125062, -2.372146, 2.486285]], "atomic_forces_ev_per_a": [[3.1, -0.1, 1.2], [1.5, 1.0, -0.8], [-1.9, -2.8, -0.7], [-1.9, -1.5, 0.6], [0.2, 1.0, 1.0], [-2.1, 1.5, 0.8], [1.8, -0.1, -0.8], [-1.8, -1.9, -1.4], [1.0, 2.2, 0.9], [1.3, 3.5, 1.0], [2.3, -1.8, -0.5], [-0.2, -1.1, 0.6], [-0.6, 0.4, 0.4], [-1.4, 1.4, -0.2], [-0.7, -0.3, 0.3], [-0.1, 0.4, 0.0], [1.0, 1.6, -0.8], [0.4, -0.4, 1.3], [-0.6, 0.6, 0.6], [0.7, -0.6, -2.5], [1.4, -1.8, -0.4], [-0.5, -1.6, 0.5], [-2.8, 0.4, -1.1]], "mulliken_charge": [-0.8547, -0.6346, -0.8559, -0.4968, 0.4935, 1.7303, -0.2819, 0.2913, -1.2949, -0.7818, -0.0851, -0.6086, 0.0448, 0.3916, 0.4310, 0.3645, 0.2257, 0.3740, 0.4304, 0.2470, 0.2826, 0.3572, 0.2304], "e_tot_ha": -814.57474, "smiles": "C/C(I)=C1\\C=CC=C[C@@]12C(=O)N2C", "homo_ev": -7.81, "lumo_energy_ev": -0.16, "max_force_ev_per_a": 3.90}

***

Record 5
{"formula": "C10H10N2", "method": "ωB97M-V/def2-TZVPD", "symbols": ["C", "C", "C", "C", "C", "C", "C", "C", "C", "C", "H", "H", "H", "H", "H", "H", "H", "H", "H", "H", "N", "N"], "positions_angstrom": [[-3.283964, 0.847749, 0.032691], [-1.948644, 0.166199, -0.027179], [-1.943232, -1.254516, -0.096928], [-0.717694, -1.881930, -0.075226], [0.499806, -1.135145, -0.110767], [1.811242, -1.736543, -0.020942], [2.886536, -0.916002, 0.020204], [2.764354, 0.478682, -0.014482], [1.559214, 1.069846, -0.097381], [0.345339, 0.258897, -0.114616], [-3.842579, 0.528694, 0.937291], [-3.902422, 0.611629, -0.838225], [-3.144903, 1.922393, 0.097401], [-2.883321, -1.825233, -0.010400], [-0.663623, -2.961636, -0.086519], [1.911758, -2.808264, -0.018079], [3.862601, -1.386124, 0.092708], [3.664382, 1.080786, 0.078197], [0.453773, 2.690085, 0.102936], [2.023787, 2.932979, 0.430220], [1.385483, 2.427211, -0.180775], [-0.837899, 0.890233, -0.100119]], "atomic_forces_ev_per_a": [[-0.2, 0.2, 0.6], [0.2, -0.2, -0.8], [0.7, -0.1, 0.8], [0.0, 0.2, -0.5], [-0.4, -0.8, 0.5], [-1.3, 0.6, -0.4], [0.5, -0.8, 0.1], [1.1, -0.1, 0.2], [-1.8, -0.3, -0.1], [1.5, -0.1, -0.2], [0.3, 0.1, -0.5], [0.1, 0.0, 0.1], [0.0, 0.1, -0.1], [0.6, 0.4, -0.2], [0.0, -0.1, 0.1], [0.0, -0.2, 0.1], [0.0, 0.3, 0.0], [-0.1, 0.0, -0.2], [-0.4, -0.1, -0.3], [0.1, -0.1, -0.5], [0.3, 1.3, 0.8], [-1.3, -0.2, 0.4]], "mulliken_charge": [-1.2868, 0.7472, -0.7012, -0.5150, 0.8887, -1.1005, -0.3571, -0.8367, 0.4114, 0.6123, 0.3221, 0.3123, 0.3042, 0.3414, 0.3904, 0.3608, 0.3503, 0.3288, 0.3233, 0.2210, -0.6147, -0.5022], "e_tot_ha": -496.59371, "smiles": "Cc1ccc2cccc(N)c2n1", "homo_ev": -7.80, "lumo_energy_ev": 0.61, "max_force_ev_per_a": 1.80}

***

Record 6
{"formula": "C10H10N2", "method": "ωB97M-V/def2-TZVPD", "symbols": ["C", "C", "C", "C", "C", "C", "C", "C", "C", "C", "H", "H", "H", "H", "H", "H", "H", "H", "H", "H", "N", "N"], "positions_angstrom": [[2.537668, 2.414783, -1.361453], [2.727241, 1.586120, -0.323010], [1.590724, 1.018159, 0.338987], [0.280875, 1.266324, -0.142244], [0.242001, 2.250087, -1.191659], [-2.141477, -2.610174, 1.631516], [-1.286765, -1.526716, 2.018108], [-0.546458, -0.824276, 0.995553], [-0.879814, -1.227446, -0.272026], [-1.604687, -2.317571, -0.547666], [3.268013, 3.140314, -1.803730], [3.736371, 1.708140, 0.259898], [1.574869, 0.298957, 1.237860], [-0.566452, 0.862685, 0.147724], [-0.818214, 2.790602, -1.328022], [-2.652101, -3.305372, 2.355770], [-1.294666, -1.191438, 3.092472], [0.200800, -0.073331, 1.391906], [-0.415671, -0.779119, -1.169080], [-1.654905, -2.682349, -1.494434], [1.258999, 2.914961, -1.699278], [-2.243839, -3.049936, 0.332563]], "atomic_forces_ev_per_a": [[-2.1, 3.9, -1.4], [1.3, -0.3, 3.4], [-1.6, -0.9, 0.1], [6.7, 4.1, -3.5], [-2.5, 1.9, 1.3], [0.7, -0.5, -0.5], [-0.7, -0.3, -0.4], [-1.6, -1.9, 4.1], [2.9, 2.0, -1.6], [-1.2, -0.9, 1.8], [-0.1, -1.5, 0.5], [-1.8, -1.1, -1.5], [1.5, 1.6, -1.5], [-3.4, -0.8, 1.3], [2.3, -1.5, -0.2], [0.5, 1.3, -0.6], [0.3, -0.6, -1.3], [-2.0, -1.8, -0.7], [-0.1, -0.1, 0.7], [-0.2, -0.7, -2.9], [1.3, -2.3, -0.1], [-0.2, 0.3, 2.7]], "mulliken_charge": [-0.0569, -0.6194, 0.1345, -0.7035, -0.3338, -0.1994, -0.8076, 0.0423, -0.0060, -0.4433, 0.3650, 0.2163, 0.3107, 1.1788, 0.2518, 0.3211, 0.3092, 0.4291, 0.2846, 0.4921, -0.5501, -0.6154], "e_tot_ha": -496.42522, "smiles": "c1ccncc1.c1ccncc1", "homo_ev": -9.79, "lumo_energy_ev": 0.53, "max_force_ev_per_a": 8.57}

***

Record 7
{"formula": "C10H10N2O", "method": "ωB97M-V/def2-TZVPD", "symbols": ["O", "N", "C", "C", "C", "C", "C", "C", "N", "C", "C", "C", "C", "H", "H", "H", "H", "H", "H", "H", "H", "H", "H"], "positions_angstrom": [[-4.597005, -1.698797, -0.329220], [-3.316761, -1.259978, -0.241515], [-2.806793, -0.849531, 1.061433], [-1.348843, -0.319957, 1.246662], [-0.475418, -0.257014, -0.059717], [1.007237, 0.325084, 0.118317], [1.316896, 1.628906, -0.715748], [2.744327, 2.219632, -0.513674], [3.697801, 1.573354, 0.345713], [3.458691, 0.380067, 1.119579], [2.073864, -0.324492, 1.068672], [-1.028404, -0.695662, -1.447649], [-2.507817, -1.211173, -1.456833], [-4.647564, -2.409388, -1.026737], [-3.471556, -0.879692, 2.001931], [-0.919382, 0.008177, 2.260396], [0.532852, 2.100029, -1.413037], [3.000453, 3.182493, -1.074007], [4.634643, 2.018606, 0.442180], [4.273080, -0.076916, 1.796293], [1.787665, -1.248168, 1.666954], [-0.411441, -0.634584, -2.415137], [-2.996523, -1.570993, -2.434856]], "atomic_forces_ev_per_a": [[0.0, -0.4, -0.2], [4.6, 1.2, -0.2], [2.6, 0.8, -0.8], [-1.7, -1.5, -4.7], [-1.7, -0.6, 0.6], [1.6, 1.4, -0.5], [3.3, -2.1, 3.0], [-2.8, -2.4, 0.4], [-2.4, -1.1, 0.0], [-3.4, -0.5, -1.0], [0.5, 3.9, -2.7], [-2.8, -0.2, 3.8], [2.4, 1.3, 1.7], [0.2, 0.7, 0.8], [0.7, -0.2, -2.1], [-1.0, -0.6, -1.8], [1.6, -0.7, 1.3], [0.1, -1.6, 1.1], [-0.9, -0.4, -0.1], [-1.2, 1.2, -1.4], [0.8, 1.4, -0.9], [-1.2, -0.2, 1.7], [0.7, 0.7, 1.9]], "mulliken_charge": [-0.3564, 0.3088, -0.3175, -0.4380, 0.4048, 0.3778, -0.4091, -0.2649, -0.0617, -0.2438, -0.3290, -0.4567, -0.1346, 0.4037, 0.4009, 0.4145, 0.4075, 0.3818, 0.3124, 0.3809, 0.4142, 0.4022, 0.4026], "e_tot_ha": -570.91406, "homo_ev": -17.21, "lumo_energy_ev": -8.54, "charge": 2, "max_force_ev_per_a": 5.19}

***

Record 8
{"formula": "C10H10N2O3", "method": "ωB97M-V/def2-TZVPD", "symbols": ["C", "C", "C", "C", "C", "C", "C", "C", "C", "C", "N", "N", "O", "O", "O", "H", "H", "H", "H", "H", "H", "H", "H", "H", "H"], "positions_angstrom": [[2.750851, -0.963101, -1.057429], [2.152663, -1.890816, -0.287035], [2.194339, 0.320383, -1.276350], [0.718697, -1.611845, 0.343190], [1.020728, 0.697341, -0.651452], [0.381404, -0.172077, 0.312923], [-2.944995, -0.088543, 0.116343], [-2.418313, -1.262392, 0.256750], [-2.333745, 1.317743, 0.113331], [-1.225233, 1.311831, 1.273163], [-0.572005, 0.029074, 1.129719], [-4.220951, -0.175843, -0.509186], [-4.626901, -1.261760, -0.777623], [-4.790826, 0.849204, -0.741169], [-2.282242, -2.456471, 0.341586], [3.715723, -1.367054, -1.484241], [2.437286, -2.931874, -0.005578], [2.760180, 1.050365, -1.850700], [0.746684, -1.920395, 1.335860], [0.691069, 1.661120, -0.735381], [-2.138863, 1.860895, -0.811740], [-3.245922, 2.056580, 0.386480], [-0.631922, 2.215444, 1.257892], [-1.742673, 1.147483, 2.137036], [0.233577, -2.090352, -0.686953]], "atomic_forces_ev_per_a": [[2.0, -3.4, 0.1], [-2.0, 0.2, 1.6], [-1.6, 1.2, 1.0], [3.5, 0.1, -6.1], [2.4, -1.9, -0.2], [-0.6, -1.3, -0.3], [0.3, 3.8, -1.4], [1.2, -6.8, 1.2], [-2.1, 1.8, 3.0], [-0.8, -0.5, -3.9], [0.3, 1.2, 0.3], [0.6, 0.4, 0.3], [-1.2, -2.3, -0.6], [-1.1, 1.6, -0.5], [0.0, 4.8, -0.3], [-1.0, 1.3, 0.1], [0.5, 1.1, -0.8], [-0.3, -0.2, -0.1], [-1.1, -1.6, 1.2], [-0.9, 2.4, -0.3], [0.9, -1.1, -0.5], [1.9, -1.8, 0.2], [0.4, 0.1, 0.1], [-1.4, 0.6, 2.5], [0.0, 0.4, 3.2]], "mulliken_charge": [-0.3103, -0.6468, -0.3936, -0.2288, -0.7198, 0.8668, -0.7408, 1.2164, -0.3164, -0.9820, -0.6024, 1.0561, -0.6463, -0.6481, -0.4516, 0.2673, 0.3421, 0.3949, 0.3916, 0.4069, 0.3083, 0.3526, 0.3809, 0.4911, 0.2120], "e_tot_ha": -722.02470, "smiles": "O=C=C(CC/N=C1\\C=CC=CC1)[N+](=O)[O-]", "homo_ev": [-8.88, -8.88], "lumo_energy_ev": [-0.68, -0.68], "max_force_ev_per_a": 7.01}